# 1
The following is a DFT calculation (the ωB97M-V functional and the def2-TZVPD basis) of a 13-piece molecular cluster, C42H118N8O13 overall.

## Properties
Spin multiplicity: 1
Orbital gap (eV): 9.008
LUMO (eV): 0.22
Total charge: 0

Element x y z (Å)
1 C -0.620 -0.684 -0.021
2 C 0.086 0.664 -0.255
3 O 1.471 0.449 -0.357
4 H -0.172 -1.181 0.839
5 H -0.541 -1.367 -0.867
6 H -1.683 -0.574 0.198
7 H -0.054 1.326 0.599
8 H -0.326 1.117 -1.157
9 H 1.512 -0.277 -0.984
10 C -1.330 -4.067 3.054
11 C -2.280 -2.950 2.452
12 O -3.478 -2.984 3.216
13 H -1.729 -5.075 2.941
14 H -1.225 -3.911 4.127
15 H -0.407 -4.122 2.476
16 H -2.629 -3.288 1.477
17 H -1.893 -1.940 2.322
18 H -3.626 -2.095 3.545
19 C 0.162 -1.016 5.509
20 C 0.540 0.326 4.874
21 O -0.431 0.600 3.922
22 H -0.765 -0.850 6.058
23 H 0.815 -1.360 6.311
24 H -0.018 -1.825 4.802
25 H 1.523 0.420 4.412
26 H 0.371 1.124 5.597
27 H -0.119 1.364 3.432
28 C 3.766 -0.006 2.194
29 C 4.444 1.120 2.946
30 O 3.963 2.409 2.579
31 H 4.451 -0.851 2.272
32 H 3.588 0.181 1.135
33 H 2.841 -0.345 2.660
34 H 5.505 1.140 2.698
35 H 4.372 1.005 4.028
36 H 4.590 2.930 3.086
37 C -1.315 5.752 -1.927
38 C -0.437 4.590 -1.578
39 O 0.703 5.030 -0.896
40 H -1.825 6.117 -1.036
41 H -2.148 5.569 -2.606
42 H -0.686 6.478 -2.443
43 H -0.104 4.034 -2.454
44 H -0.878 3.784 -0.991
45 H 1.187 4.257 -0.598
46 C -6.802 -0.779 -0.713
47 C -6.676 -0.681 -2.244
48 C -5.676 -1.718 -2.897
49 O -4.351 -1.394 -2.546
50 C -3.432 -2.357 -2.993
51 N -8.019 -0.670 -2.764
52 H -7.278 -1.698 -0.371
53 H -7.348 0.090 -0.344
54 H -5.882 -0.705 -0.133
55 H -6.292 0.276 -2.597
56 H -5.745 -1.604 -3.978
57 H -5.981 -2.757 -2.772
58 H -3.567 -3.404 -2.723
59 H -2.467 -2.069 -2.576
60 H -3.407 -2.386 -4.082
61 H -7.958 -0.502 -3.758
62 H -8.444 -1.558 -2.536
63 C -0.087 3.961 4.604
64 C 0.317 4.105 3.131
65 C 1.534 5.072 3.017
66 O 1.191 6.430 3.254
67 C 2.373 7.182 3.591
68 N 0.742 2.785 2.646
69 H -0.966 3.324 4.506
70 H -0.253 4.943 5.047
71 H 0.649 3.360 5.138
72 H -0.522 4.536 2.586
73 H 1.931 5.074 2.002
74 H 2.443 4.776 3.541
75 H 2.094 8.223 3.756
76 H 3.105 7.137 2.784
77 H 2.849 6.866 4.519
78 H 0.887 2.763 1.647
79 H 1.691 2.603 2.940
80 C 1.889 -6.541 4.358
81 C 2.888 -6.545 3.145
82 C 3.126 -5.156 2.514
83 O 1.952 -4.583 1.966
84 C 2.178 -3.226 1.497
85 N 4.027 -7.356 3.453
86 H 1.896 -7.564 4.735
87 H 0.892 -6.221 4.056
88 H 2.211 -5.841 5.129
89 H 2.435 -7.175 2.379
90 H 3.827 -5.226 1.682
91 H 3.651 -4.659 3.329
92 H 3.007 -3.109 0.799
93 H 2.461 -2.631 2.365
94 H 1.320 -2.709 1.068
95 H 4.535 -7.087 4.284
96 H 3.773 -8.299 3.710
97 C 4.203 4.635 -0.949
98 C 3.671 3.226 -1.212
99 C 4.884 2.254 -1.370
100 O 5.816 2.833 -2.314
101 C 6.724 1.865 -2.815
102 N 2.795 2.891 -0.114
103 H 4.836 4.929 -1.786
104 H 4.891 4.805 -0.120
105 H 3.445 5.419 -0.929
106 H 3.092 3.269 -2.135
107 H 4.524 1.310 -1.779
108 H 5.469 2.013 -0.483
109 H 6.226 0.983 -3.217
110 H 7.394 1.493 -2.039
111 H 7.412 2.290 -3.546
112 H 2.382 1.983 -0.273
113 H 3.477 2.694 0.605
114 C -0.286 -6.994 0.299
115 C 0.293 -6.136 -0.811
116 C -0.267 -4.736 -1.024
117 O 0.410 -3.941 -2.031
118 C 0.250 -4.335 -3.373
119 N 1.709 -6.069 -0.529
120 H -0.173 -6.496 1.262
121 H 0.221 -7.957 0.363
122 H -1.344 -7.183 0.117
123 H 0.160 -6.628 -1.775
124 H -0.087 -4.240 -0.070
125 H -1.353 -4.699 -1.105
126 H -0.822 -4.210 -3.530
127 H 0.544 -5.353 -3.629
128 H 0.830 -3.818 -4.138
129 H 2.188 -5.523 -1.231
130 H 1.910 -5.523 0.297
131 C -3.460 2.120 -2.992
132 C -3.379 2.240 -4.546
133 C -1.988 2.520 -4.993
134 O -1.525 3.842 -4.735
135 C -0.166 4.060 -5.095
136 N -4.018 1.076 -5.109
137 H -4.494 2.228 -2.665
138 H -2.938 2.996 -2.608
139 H -2.962 1.247 -2.572
140 H -4.013 3.063 -4.875
141 H -1.880 2.327 -6.060
142 H -1.279 1.850 -4.507
143 H 0.246 5.045 -4.877
144 H 0.009 3.904 -6.160
145 H 0.518 3.351 -4.630
146 H -3.834 1.082 -6.102
147 H -3.595 0.189 -4.876
148 C -5.338 -0.006 2.665
149 C -3.838 0.402 2.935
150 C -3.642 1.944 3.192
151 O -3.972 2.725 2.024
152 C -3.118 2.512 0.860
153 N -3.301 -0.291 4.134
154 H -5.798 0.638 1.916
155 H -5.925 0.136 3.573
156 H -5.446 -1.011 2.257
157 H -3.205 0.081 2.107
158 H -2.670 2.177 3.627
159 H -4.348 2.257 3.961
160 H -3.247 1.541 0.382
161 H -2.092 2.633 1.207
162 H -3.317 3.292 0.126
163 H -2.293 -0.234 4.101
164 H -3.451 0.098 5.054
165 C 0.251 -0.588 -3.826
166 C 1.743 -1.186 -3.816
167 C 2.718 -0.029 -3.928
168 O 2.583 0.606 -5.145
169 C 3.634 1.585 -5.217
170 N 1.889 -1.756 -2.502
171 H 0.220 0.299 -3.193
172 H -0.575 -1.242 -3.546
173 H 0.076 -0.216 -4.836
174 H 1.814 -1.970 -4.570
175 H 3.762 -0.328 -3.829
176 H 2.609 0.708 -3.133
177 H 3.520 2.354 -4.453
178 H 3.609 1.970 -6.237
179 H 4.637 1.168 -5.122
180 H 1.207 -2.483 -2.344
181 H 2.744 -2.281 -2.387

Forces on atoms 1 to 6 (eV/Å):
-0.07 0.32 0.36
-0.91 -0.74 0.57
-0.07 -0.18 -0.13
0.02 0.05 0.10
0.16 0.12 -0.21
-0.09 0.18 -0.04

---

# 2
The following is a DFT calculation (the ωB97M-V functional and the def2-TZVPD basis) of C19H39CeNO2P2 as an isolated structure.

## Properties
Spin multiplicity: 1
Orbital gap (alpha / beta) (eV): 6.687 / 6.683
LUMO (alpha / beta) (eV): 0.44 / 0.44
Total charge: 0

Element x y z (Å)
1 Ce -0.203 0.353 0.020
2 P -2.742 -1.051 0.474
3 P 2.244 1.317 -1.569
4 N -0.390 -0.734 -1.798
5 H -1.380 1.988 2.213
6 C -4.260 -0.048 0.282
7 H -5.117 -0.520 0.786
8 H -4.482 0.079 -0.787
9 H -4.087 0.950 0.710
10 C -2.881 -1.600 2.220
11 H -3.896 -1.967 2.429
12 H -2.651 -0.760 2.891
13 H -2.150 -2.397 2.419
14 C -3.185 -2.568 -0.450
15 H -4.044 -3.084 0.003
16 H -2.320 -3.244 -0.471
17 H -3.418 -2.306 -1.491
18 C 2.296 2.973 -2.349
19 H 3.319 3.270 -2.627
20 H 1.879 3.712 -1.650
21 H 1.664 2.964 -3.249
22 C 3.643 1.453 -0.384
23 H 4.517 1.914 -0.867
24 H 3.913 0.458 -0.002
25 H 3.341 2.068 0.477
26 C 3.001 0.299 -2.895
27 H 3.993 0.671 -3.193
28 H 2.334 0.298 -3.767
29 H 3.089 -0.738 -2.547
30 C -0.563 -1.415 -2.945
31 C -1.573 -1.615 -5.168
32 C -1.373 -0.889 -4.005
33 C 0.045 -2.702 -3.142
34 C -0.171 -3.413 -4.320
35 C -0.979 -2.875 -5.341
36 H -2.199 -1.199 -5.959
37 H -1.820 0.095 -3.846
38 H 0.669 -3.093 -2.336
39 H 0.291 -4.391 -4.446
40 H -1.142 -3.441 -6.262
41 C -0.920 2.857 1.673
42 O -0.746 2.391 0.336
43 C -1.795 4.107 1.643
44 H -1.738 4.716 2.557
45 H -2.841 3.870 1.430
46 H -1.432 4.733 0.820
47 C 0.407 3.136 2.378
48 H 0.918 3.982 1.889
49 H 1.087 2.267 2.379
50 H 0.257 3.424 3.432
51 C 2.918 -0.307 2.997
52 C 1.525 -0.903 2.803
53 C 1.619 -2.431 2.822
54 C 0.605 -0.414 3.927
55 O 1.015 -0.476 1.540
56 H 3.344 -0.615 3.961
57 H 2.887 0.789 2.992
58 H 3.612 -0.625 2.210
59 H 2.023 -2.776 3.787
60 H 0.630 -2.880 2.677
61 H 2.283 -2.789 2.023
62 H 0.630 -1.115 4.769
63 H -0.436 -0.319 3.600
64 H 0.937 0.563 4.302

Forces on atoms 1 to 6 (eV/Å):
0.50 -1.37 -3.00
-0.52 -0.35 0.15
0.50 0.05 0.00
0.15 1.58 2.77
-0.24 0.70 0.20
-0.11 0.26 0.03

---

# 3
The following is a DFT calculation (the ωB97M-V functional and the def2-TZVPD basis) of one molecule with the formula C6H12O.

## Properties
Spin multiplicity: 1
Orbital gap (eV): 10.639
LUMO (eV): 0.99
Total charge: 0
SMILES: CC[C@H]1C[C@]1(C)O

Element x y z (Å)
1 C 2.437 0.074 0.673
2 C 1.411 -0.520 -0.300
3 C 0.247 0.421 -0.513
4 C -0.903 0.223 -1.464
5 C -1.178 0.320 0.004
6 C -2.001 -0.816 0.604
7 O -1.625 1.569 0.486
8 H 3.233 -0.642 0.900
9 H 1.971 0.369 1.621
10 H 2.911 0.970 0.251
11 H 1.045 -1.480 0.081
12 H 1.909 -0.722 -1.258
13 H 0.560 1.468 -0.509
14 H -1.012 -0.776 -1.885
15 H -1.227 1.035 -2.106
16 H -2.957 -0.818 0.062
17 H -2.243 -0.636 1.656
18 H -1.574 -1.818 0.500
19 H -1.005 1.779 1.198

Forces on atoms 1 to 6 (eV/Å):
0.01 -0.02 0.04
-0.07 -0.12 0.01
0.09 0.00 0.09
-0.09 0.03 -0.19
-0.01 -0.19 -0.15
0.11 -0.02 0.04

---

# 4
The following is a DFT calculation (the ωB97M-V functional and the def2-TZVPD basis) of C5H11NO2 as an isolated structure.

## Properties
Spin multiplicity: 1
Orbital gap (eV): 10.494
LUMO (eV): 0.30
Total charge: 0

Element x y z (Å)
1 O 2.115 -1.445 2.562
2 C 1.744 -0.628 1.776
3 N 1.491 -0.844 0.383
4 C 0.572 0.180 -0.116
5 C -0.888 -0.356 -0.088
6 C -2.004 0.481 -0.606
7 O -1.144 -0.168 1.656
8 C 0.990 0.594 -1.523
9 H 1.468 0.400 2.080
10 H 0.866 -1.404 1.006
11 H 0.575 1.095 0.487
12 H -0.843 -1.264 -0.722
13 H -1.847 1.547 -0.491
14 H -2.335 0.354 -1.641
15 H -2.923 0.356 -0.016
16 H -1.213 -0.915 1.010
17 H 0.484 0.004 -2.296
18 H 2.045 0.376 -1.638
19 H 0.845 1.636 -1.823

Forces on atoms 1 to 6 (eV/Å):
0.33 -0.52 -0.13
1.81 2.96 1.39
-1.21 -0.60 1.95
-0.97 1.21 -1.15
2.02 3.84 -1.75
-1.34 1.26 -0.10

---

| no. | E_tot (Eh) |
| --- | --- |
| 1 | -3086.89918 |
| 2 | -2110.44914 |
| 3 | -311.00868 |
| 4 | -402.15048 |